# 1
ORCA calculation (ωB97M-V/def2-TZVPD) on a 2-piece molecular cluster, C2H2F3NS2 overall.

```
10
Properties=species:S:1:pos:R:3:forces:R:3
C 0.2704 -1.8334 1.2251 0.17 -0.59 0.18
C -0.3290 1.8338 -1.3165 0.59 -0.52 0.36
N 0.7358 -0.7992 1.6950 0.09 1.23 0.09
F -1.4281 1.8551 -0.5723 -0.41 -0.05 0.25
F -0.6789 1.5979 -2.5767 -0.12 -0.12 -0.44
F 0.2357 3.0357 -1.2574 0.21 0.40 0.00
S 0.2582 -3.5917 1.2891 0.19 -0.27 0.28
S -0.8143 -2.3203 -0.0093 -0.50 0.08 -0.59
H 1.3794 -0.8417 2.4749 0.03 -0.41 -0.01
H 0.3707 1.0638 -0.9518 -0.27 0.25 -0.12
```
Forces are in eV/Å.

* LUMO level: -0.7 eV
* SMILES string: N=C1SS1.FC(F)F
* frontier orbital gap: 0.3104 Ha
* max |F|: 1.23 eV/A
* ΔE to the lowest compared entry with this formula, charge and spin: 18.1 kcal/mol
* DFT total energy: -33418.451 eV

***

# 2
ORCA calculation (ωB97M-V/def2-TZVPD) on one molecule with the formula C2H3N3O.

```
9
Properties=species:S:1:pos:R:3:forces:R:3
C 1.1677 -0.3304 0.0137 -0.94 0.45 -0.06
C -1.4156 -0.0759 -0.0015 0.37 -0.26 -0.48
H 1.0480 1.7072 -0.0209 -0.05 -0.64 0.42
H 2.2110 -0.3594 -0.2185 0.49 0.12 -0.05
H -2.4654 -0.1123 -0.2735 0.11 -0.04 0.11
N 0.5584 0.8776 0.3286 0.94 0.82 -0.28
N 0.5490 -1.4284 -0.0644 -0.62 -0.35 0.04
N -0.7814 1.0184 -0.0508 -0.52 -0.53 0.16
O -0.8717 -1.2968 0.2872 0.22 0.42 0.14
```
Forces are in eV/Å.

* LUMO level: 0.8 eV
* SMILES string: C1=NNC=NO1
* frontier orbital gap: 0.3599 Ha
* max |F|: 1.28 eV/A
* ΔE to the lowest compared entry with this formula, charge and spin: 71.9 kcal/mol
* DFT total energy: -8637.376 eV

***

# 3
ORCA calculation (ωB97M-V/def2-TZVPD) on a 2-piece molecular cluster, C10H16 overall.

```
26
Properties=species:S:1:pos:R:3:forces:R:3
C 0.7657 3.1806 1.4223 -0.08 -0.22 0.91
C 0.4568 -1.0391 2.0808 -0.38 0.01 -1.42
C -0.6424 -0.2080 2.1174 -1.14 -0.38 0.16
C 1.6531 -0.5020 1.6302 0.61 -0.37 0.24
C -0.6004 1.1592 1.8488 0.99 -0.72 0.65
C 1.7823 0.8562 1.4602 -0.54 0.17 -0.48
C 0.6418 1.6765 1.5433 0.64 1.10 -0.08
H 0.2379 -2.1026 2.1081 0.49 0.05 0.32
H -1.5716 -0.7394 2.2725 -0.35 0.39 0.33
H 2.5129 -1.1084 1.3648 -0.07 -0.22 0.40
H -1.3947 1.8678 2.0462 -0.36 -0.39 -0.35
H 2.7738 1.2183 1.1935 -0.36 0.36 -0.03
H 1.0199 3.5630 0.4424 0.40 -0.07 -0.14
H 1.4684 3.4707 2.2039 0.44 0.38 -0.41
H -0.1513 3.6768 1.7294 -0.31 -0.11 -0.16
C -1.4046 -1.3924 -2.7423 1.23 -1.39 2.52
C -0.7852 -2.4604 -1.7688 -0.81 0.04 0.89
C -0.4060 -0.2657 -2.6854 -0.38 3.14 -1.29
H -1.6106 -2.0334 -3.5908 -0.04 0.97 -0.87
H -2.3306 -1.0742 -2.2502 0.03 0.14 -0.57
H -0.2728 -3.2175 -2.3403 0.14 -0.43 -0.03
H -1.5996 -2.8935 -1.1702 0.23 -0.43 -0.33
H 0.6253 -0.3362 -3.0404 -0.12 -1.03 0.11
H -0.7104 0.6805 -3.2181 -0.22 -0.88 0.07
H -0.0856 -2.0937 -0.9949 -0.21 0.30 -0.60
H -0.3720 0.1168 -1.6623 0.17 -0.41 0.16
```
Forces are in eV/Å.

* LUMO level: 1.0 eV
* SMILES string: Cc1ccccc1.CCC
* frontier orbital gap: 0.3714 Ha
* max |F|: 3.42 eV/A
* ΔE to the lowest compared entry with this formula, charge and spin: 27.6 kcal/mol
* DFT total energy: -10628.547 eV

***

# 4
ORCA calculation (ωB97M-V/def2-TZVPD) on one molecule with the formula C2H8NS.

```
12
Properties=species:S:1:pos:R:3:forces:R:3
C -1.2737 -0.2103 0.0144 1.35 -1.75 -0.92
C -0.1433 0.3727 -0.8206 1.41 0.70 0.44
S 1.5299 -0.3951 -0.3080 -1.12 0.83 -0.35
N -1.3977 0.5474 1.3607 -5.37 -1.49 -3.95
H -1.1294 -1.3449 0.1629 0.12 1.93 0.38
H -2.0813 -0.2532 -0.7210 -1.08 0.99 1.21
H -0.1188 1.4561 -0.5911 0.30 -0.58 -0.21
H -0.2319 0.3257 -1.9360 -0.19 -0.45 1.08
H 1.6775 -0.8860 -1.5276 0.34 -0.33 -0.28
H -2.1238 -0.1012 1.8576 0.79 1.29 0.36
H -1.6079 1.6940 1.1794 -0.47 -0.67 0.02
H -0.5762 0.6237 1.8166 3.90 -0.46 2.20
```
Forces are in eV/Å.

* LUMO level (spin up / spin down): 0.8 / 0.6 eV
* frontier orbital gap (spin up / spin down): 0.1779 / 0.3692 Ha
* max |F|: 6.83 eV/A
* multiplicity: 2
* ΔE to the lowest compared entry with this formula, charge and spin: 71.3 kcal/mol
* DFT total energy: -14524.652 eV

***

# 5
ORCA calculation (ωB97M-V/def2-TZVPD) on one molecule with the formula C20H28N4O3S.

```
56
Properties=species:S:1:pos:R:3:forces:R:3
C -2.2914 3.5239 1.6237 -0.06 -0.26 0.07
H -3.3404 3.6525 1.8777 -0.10 0.11 0.01
C -1.8854 2.0617 1.7646 0.24 0.23 -0.08
C -0.4057 1.8505 1.4496 -0.30 -0.39 0.11
H 0.2014 2.3702 2.1939 0.08 0.05 -0.02
H -0.1653 2.2887 0.4778 0.06 0.03 -0.07
C -0.0493 0.3597 1.4463 -0.17 0.43 -0.15
N 1.3603 0.1281 1.2018 0.08 -0.04 0.43
C 1.9495 -0.0566 0.0009 -0.32 0.14 -0.30
O 3.1488 -0.2452 -0.1081 0.34 -0.15 -0.19
C 1.0460 -0.0723 -1.2299 0.48 -0.21 -0.07
H 0.2064 0.6135 -1.1143 -0.03 -0.01 0.07
C 0.5164 -1.5016 -1.4160 -0.04 0.18 0.71
N -0.2861 -1.6203 -2.6058 -1.10 -0.01 0.14
S -1.9024 -1.3072 -2.4912 0.00 0.01 0.04
O -2.3036 -1.5999 -1.1492 0.22 0.22 0.06
O -2.5430 -1.9720 -3.5913 0.15 0.16 -0.17
C -2.2145 0.4159 -2.8248 0.03 -0.67 0.17
C -2.1365 1.6131 -2.1616 0.06 -0.43 0.07
N -2.5712 2.6122 -2.9654 -0.04 0.54 0.11
C -2.9218 2.0486 -4.0908 0.04 -0.14 -0.15
N -2.7212 0.7147 -4.0597 -0.01 -0.03 -0.19
H -2.9454 0.0029 -4.7388 -0.06 0.11 -0.05
H -3.3133 2.5738 -4.9382 -0.12 0.01 -0.25
H -1.8102 1.8137 -1.1632 0.12 -0.05 0.31
C 0.3798 -1.2265 -3.8250 0.10 0.35 -0.67
C 0.9729 0.1818 -3.7303 0.08 -0.14 0.10
C 1.8422 0.3119 -2.4808 -0.16 0.13 0.02
H 2.2074 1.3358 -2.3845 0.08 -0.03 0.00
H 2.7122 -0.3430 -2.5533 0.04 0.04 0.04
H 1.5700 0.3796 -4.6215 -0.03 0.02 -0.04
H 0.1713 0.9226 -3.6911 0.01 0.01 -0.09
H -0.3548 -1.3045 -4.6280 0.20 -0.04 -0.13
H 1.1795 -1.9501 -4.0160 -0.10 -0.01 -0.02
H -0.1094 -1.8202 -0.5827 0.25 -0.04 0.08
H 1.3629 -2.1907 -1.5061 -0.05 0.02 -0.01
C 2.1975 0.0992 2.3929 0.28 -0.02 -0.06
C 1.9036 -1.1127 3.2366 -0.02 0.07 0.10
C 1.5350 -0.9907 4.5688 0.07 0.03 -0.10
C 1.2590 -2.1167 5.3261 -0.03 -0.08 0.11
C 1.3401 -3.3740 4.7543 -0.03 -0.04 0.11
C 1.7034 -3.5032 3.4235 0.01 -0.05 -0.07
C 1.9848 -2.3793 2.6697 0.00 0.04 0.03
H 2.2756 -2.4741 1.6338 0.04 -0.03 -0.14
H 1.7696 -4.4831 2.9743 0.01 -0.08 -0.04
H 1.1217 -4.2520 5.3438 -0.02 -0.07 0.05
H 0.9765 -2.0104 6.3633 -0.03 0.00 0.08
H 1.4685 -0.0100 5.0193 -0.01 0.11 0.02
H 3.2343 0.0719 2.0453 -0.18 0.11 0.12
H 2.0394 1.0150 2.9701 0.02 -0.04 0.00
H -0.2805 -0.0671 2.4269 -0.05 -0.06 -0.12
H -0.6659 -0.1673 0.7162 0.00 -0.03 0.05
H -2.0848 1.7233 2.7836 -0.05 -0.09 0.00
H -2.4916 1.4473 1.0942 -0.05 -0.08 0.03
H -1.6982 4.1507 2.2861 0.05 0.11 0.05
H -2.1440 3.8680 0.6022 0.01 0.09 -0.11
```
Forces are in eV/Å.

* LUMO level: 0.6 eV
* SMILES string: CCCCN(Cc1ccccc1)C(=O)[C@H]1CCCN(S(=O)(=O)c2cnc[nH]2)C1
* frontier orbital gap: 0.3558 Ha
* max |F|: 1.11 eV/A
* ΔE to the lowest compared entry with this formula, charge and spin: 47.3 kcal/mol
* DFT total energy: -44133.212 eV

***

# 6
ORCA calculation (ωB97M-V/def2-TZVPD) on C40H62GaN6O2Se as an isolated structure.

```
112
Properties=species:S:1:pos:R:3:forces:R:3
Ga -1.0706 0.5361 1.7653 0.25 0.41 0.24
C -2.1900 2.6809 3.5572 0.01 0.03 -0.03
N -0.9710 1.8300 3.4148 -0.16 -0.01 -0.13
C -0.8991 0.9628 4.6255 -0.04 0.06 0.01
C 0.2317 2.7190 3.3281 0.07 0.02 0.02
C 0.9731 2.6475 1.9980 0.01 0.00 0.01
N 1.0126 1.2735 1.4804 -0.05 -0.16 -0.24
C 1.8749 0.4462 2.3810 -0.05 -0.15 -0.02
C 1.9308 -1.0158 2.0375 0.10 0.03 0.12
C 3.1707 -1.6165 1.9106 0.03 0.01 -0.09
C 3.2929 -2.9796 1.6616 -0.04 -0.01 0.01
C 2.1103 -3.6919 1.5362 0.01 0.02 -0.04
C 0.8288 -3.1374 1.6480 0.06 -0.07 -0.08
C 0.7518 -1.7672 1.9228 0.02 0.08 -0.23
O -0.4383 -1.1464 2.0733 -0.17 -0.19 0.37
C -0.3466 -4.1060 1.4086 0.02 0.02 0.02
C -1.7489 -3.5297 1.6346 0.03 -0.01 0.13
C -0.2882 -4.5864 -0.0501 0.00 0.00 -0.02
C -0.2070 -5.3155 2.3504 0.00 -0.01 0.00
C 4.6747 -3.6190 1.5325 -0.01 0.01 0.02
C 5.4466 -3.4198 2.8453 -0.01 -0.02 0.01
C 5.4436 -2.9498 0.3849 -0.02 0.01 -0.02
C 4.5880 -5.1186 1.2467 0.00 0.00 0.00
C 1.6845 1.2529 0.1402 0.09 0.03 -0.01
C 0.8454 1.5390 -1.0573 -0.12 -0.05 0.02
C 1.1126 2.4261 -2.0065 0.00 0.05 -0.10
C 0.3139 2.4032 -3.3175 -0.04 0.01 0.01
C -2.3298 2.0894 -3.1003 0.03 0.04 -0.02
C -2.6643 1.3190 -2.0620 0.02 0.04 0.00
C -1.6728 1.3603 -0.8827 0.04 -0.05 -0.11
O -2.1170 0.7755 0.2980 -0.14 0.00 0.05
C -3.8737 0.3938 -2.0366 0.06 -0.01 0.03
C -4.6313 0.4263 -3.3649 0.01 0.00 0.00
C -3.4189 -1.0542 -1.7880 0.01 0.01 -0.01
C -4.8466 0.8429 -0.9326 -0.02 0.01 0.01
C 1.0828 3.1737 -4.4378 -0.02 0.03 0.00
C 0.2716 3.2134 -5.7431 -0.01 0.00 0.02
C 2.4127 2.4616 -4.7151 -0.01 -0.03 -0.01
C 1.3752 4.6219 -4.0164 0.00 -0.02 -0.01
H -2.0524 3.3550 4.4051 0.01 -0.01 0.02
H -2.3456 3.2489 2.6447 0.05 -0.06 0.05
H -3.0448 2.0447 3.7510 -0.04 -0.04 0.02
H -0.7417 1.5800 5.5118 -0.01 0.01 -0.01
H -1.8438 0.4349 4.7354 -0.01 0.02 0.00
H -0.0979 0.2335 4.5403 0.03 0.01 -0.03
H -0.0812 3.7503 3.4833 -0.02 0.01 0.04
H 0.8989 2.4650 4.1494 0.01 -0.03 0.02
H 0.4996 3.2770 1.2521 -0.01 -0.01 -0.02
H 1.9919 3.0206 2.1533 0.02 -0.01 -0.01
H 2.8870 0.8606 2.3330 0.02 0.03 0.04
H 1.5342 0.5732 3.4058 -0.08 0.04 0.01
H 4.0577 -0.9964 2.0001 -0.02 -0.03 0.02
H 2.1749 -4.7482 1.3170 -0.01 0.02 0.02
H -1.9467 -2.6772 0.9865 0.01 -0.02 -0.04
H -2.4795 -4.3092 1.4080 0.01 0.00 0.01
H -1.8876 -3.2363 2.6785 -0.01 0.02 -0.05
H -0.4525 -3.7518 -0.7372 0.01 -0.01 0.01
H 0.6770 -5.0332 -0.2902 -0.02 0.00 0.00
H -1.0627 -5.3358 -0.2310 0.01 0.02 0.00
H -0.0958 -4.9895 3.3867 -0.02 -0.01 -0.01
H -1.0989 -5.9420 2.2825 0.02 0.00 -0.01
H 0.6496 -5.9421 2.1005 -0.01 0.04 0.02
H 5.6017 -2.3615 3.0651 -0.01 -0.02 0.00
H 4.9046 -3.8645 3.6827 0.02 0.01 -0.01
H 6.4278 -3.8951 2.7816 -0.01 0.02 0.00
H 5.5940 -1.8839 0.5680 0.00 -0.02 -0.01
H 6.4275 -3.4098 0.2708 -0.01 0.01 0.01
H 4.9033 -3.0590 -0.5582 0.02 0.00 0.01
H 4.0727 -5.6529 2.0481 0.01 0.00 -0.02
H 4.0746 -5.3233 0.3041 0.01 0.01 0.02
H 5.5956 -5.5296 1.1699 -0.01 0.00 0.00
H 2.5585 1.9118 0.1815 -0.02 0.03 0.03
H 2.0503 0.2308 0.0165 0.06 0.00 -0.01
H 1.9170 3.1445 -1.8946 -0.02 -0.04 -0.01
H -2.9220 2.0732 -4.0047 0.01 0.00 -0.01
H -4.0074 0.0865 -4.1945 -0.01 0.02 0.02
H -5.4927 -0.2407 -3.3005 0.01 0.01 -0.01
H -5.0025 1.4272 -3.5924 -0.01 -0.02 0.00
H -2.7985 -1.4061 -2.6153 -0.02 -0.01 0.02
H -2.8454 -1.1451 -0.8648 -0.01 -0.01 -0.02
H -4.2892 -1.7113 -1.7211 0.01 0.02 -0.01
H -5.1822 1.8664 -1.1157 0.00 -0.03 0.01
H -5.7254 0.1929 -0.9334 0.02 0.02 0.01
H -4.3782 0.8092 0.0510 -0.02 0.00 -0.06
H -0.2050 2.2595 -5.9768 0.03 0.02 -0.01
H -0.5031 3.9813 -5.7232 -0.01 -0.02 0.00
H 0.9370 3.4581 -6.5723 -0.01 0.02 0.01
H 2.2643 1.5078 -5.2243 0.01 0.01 0.02
H 3.0360 3.0859 -5.3578 -0.01 -0.01 0.00
H 2.9698 2.2679 -3.7958 0.01 0.02 -0.02
H 0.5056 5.1110 -3.5724 0.02 0.01 -0.03
H 2.2003 4.6861 -3.3045 -0.03 0.00 0.01
H 1.6685 5.2016 -4.8940 0.02 -0.02 0.02
Se -1.4729 5.2073 0.2411 0.02 0.19 0.22
N -1.6596 3.4178 0.5108 0.03 -0.01 -0.13
C -1.4924 2.8552 -0.6343 0.04 -0.09 -0.14
C -0.3163 0.6112 -1.3048 -0.01 0.07 0.01
C -0.2243 0.0971 -2.7212 -0.03 -0.01 0.06
C 0.1123 0.9418 -3.6797 -0.02 0.08 -0.01
C -1.1440 3.0556 -3.0925 0.00 -0.08 0.12
C -1.2334 3.7297 -1.7606 -0.01 -0.15 -0.02
N -1.1715 4.9919 -1.5216 0.00 -0.02 -0.10
H -0.2749 -0.2467 -0.6295 0.01 -0.03 0.02
H -0.4411 -0.9466 -2.9153 0.01 0.05 0.01
H 0.1768 0.6285 -4.7135 0.02 0.00 0.03
H -1.2995 3.7981 -3.8680 0.00 0.01 -0.02
N -4.0438 0.1189 3.1630 0.00 0.02 0.02
N -2.8932 -0.4345 2.5100 0.09 -0.17 -0.05
H -4.7357 -0.6119 3.2976 -0.04 0.00 -0.04
H -4.4490 0.7978 2.5269 0.01 0.03 0.00
H -3.1502 -0.8898 1.6340 0.02 -0.03 -0.01
H -2.4994 -1.1637 3.0972 -0.05 0.00 0.06
```
Forces are in eV/Å.

* LUMO level: -1.9 eV
* total charge: +1
* frontier orbital gap: 0.3147 Ha
* max |F|: 0.53 eV/A
* ΔE to the lowest compared entry with this formula, charge and spin: 11.0 kcal/mol
* DFT total energy: -173239.959 eV

***

# 7
ORCA calculation (ωB97M-V/def2-TZVPD) on a 5-piece molecular cluster, C3H16O4 overall.

```
23
Properties=species:S:1:pos:R:3:forces:R:3
C 0.9747 1.5047 -0.1864 0.04 0.24 -0.05
C 0.9995 0.8220 1.1739 0.22 1.06 -0.07
C -0.2452 1.2051 1.9642 0.00 0.22 -0.64
H 0.6820 2.5451 -0.0502 -0.08 0.11 -0.13
H 1.9521 1.5283 -0.6625 0.10 -0.22 -0.11
H 0.2677 1.0386 -0.8680 -0.10 -0.02 -0.09
H 1.1331 -0.2269 1.0223 -0.02 -0.85 0.21
H 1.8761 1.2038 1.6928 0.19 -0.12 0.25
H -0.1843 1.0468 3.0377 -0.09 -0.33 -0.03
H -1.1118 0.7277 1.5041 -0.16 -0.15 0.38
H -0.3872 2.2745 1.7935 -0.09 0.08 0.27
H -3.8440 2.5574 0.5136 0.02 0.02 -0.01
H -4.9013 1.6988 -0.1656 0.16 0.08 -0.05
O -4.1382 2.2622 -0.3535 -0.19 -0.17 0.09
H -5.7869 -2.0400 0.4434 -0.04 0.10 0.13
H -4.4019 -1.4370 0.5344 -0.06 0.09 0.13
O -5.2804 -1.3786 0.9301 0.11 -0.13 -0.28
H 1.9577 -4.2017 -3.5462 0.20 -0.06 -0.04
H 3.4506 -4.3346 -3.1562 -0.02 -0.07 -0.16
O 2.6042 -3.9875 -2.8668 -0.18 0.13 0.20
H 5.8834 0.7224 -0.5993 -0.17 0.25 0.09
H 4.6205 0.4850 0.2903 0.06 0.27 -0.08
O 5.3442 0.0558 -0.1702 0.09 -0.52 0.00
```
Forces are in eV/Å.

* LUMO level: 0.7 eV
* SMILES string: CCC.O.O.O.O
* frontier orbital gap: 0.4451 Ha
* max |F|: 1.08 eV/A
* ΔE to the lowest compared entry with this formula, charge and spin: 17.6 kcal/mol
* DFT total energy: -11560.178 eV

***

# 8
ORCA calculation (ωB97M-V/def2-TZVPD) on one molecule with the formula C4H5NOS2.

```
13
Properties=species:S:1:pos:R:3:forces:R:3
C 1.3873 0.6816 2.2562 -0.45 0.10 -0.99
C 0.8135 0.4116 1.0534 1.25 -1.38 -0.77
C -0.7218 0.2943 0.8453 3.31 -1.30 -3.78
C -0.2688 -0.7053 -2.5995 1.55 -0.04 -0.35
H 2.5450 0.5906 2.2460 -2.32 0.41 0.71
H 0.6792 0.9982 3.1231 1.81 -0.62 -1.37
H 1.5459 -0.0075 0.1476 -2.30 1.45 2.59
H -2.0273 -0.4445 -0.7396 1.35 0.37 0.40
H 0.7569 -0.7653 -3.1260 -1.70 0.01 0.87
N -1.0700 -0.1213 -0.4566 -0.48 0.16 0.38
O -0.0326 -0.4430 -1.3230 0.78 0.19 0.15
S -1.9092 0.4365 1.8417 -2.13 0.71 2.62
S -1.6980 -0.9258 -3.2686 -0.67 -0.06 -0.47
```
Forces are in eV/Å.

* LUMO level: -0.4 eV
* SMILES string: C=CC(=S)NOC=S
* frontier orbital gap: 0.3188 Ha
* max |F|: 5.19 eV/A
* ΔE to the lowest compared entry with this formula, charge and spin: 94.5 kcal/mol
* DFT total energy: -29432.995 eV